1.
21
Properties=species:S:1:pos:R:3:nbo_charge:R:1 method="wB97M-V/def2-TZVPD" homo_ev="-3.017 / -10.050" total_energy_ev=-8945.8066 total_charge=0 s2=0.751 e_lumo_ev="1.00 / 0.62" homo_lumo_gap_ev="4.021 / 10.668" multiplicity=2 de_lowest_kcal_mol=53.21 largest_force_ha_per_bohr=0.0264
C -2.05970 -0.60887 -0.72081 -0.64
C -0.60742 -0.27911 -0.43886 -0.09
C -0.27730 0.51500 0.79428 -0.50
C -0.54366 1.99324 0.73112 -0.17
C -0.56744 2.80267 1.76653 -0.39
N 0.25699 -1.52508 -0.46741 -1.04
H -2.56269 0.33275 -0.95276 0.22
H -2.55680 -1.02060 0.16134 0.22
H -2.18171 -1.24771 -1.59254 0.23
H -0.23596 0.28610 -1.29489 0.20
H -0.73218 0.12414 1.71065 0.23
H 0.79320 0.39845 0.99250 0.23
H -0.73876 2.36299 -0.26856 0.19
H -0.56756 3.85870 1.52987 0.21
H -0.54476 2.41582 2.77903 0.20
H 1.25108 -1.25427 -0.57815 0.43
H 0.24425 -1.99492 0.47137 0.30
H 0.03748 -2.23527 -1.20967 0.29
H 3.78032 -1.21982 -1.16012 0.47
H 3.38336 -2.66592 -1.32645 0.46
O 2.99014 -1.78507 -1.19354 -1.05


2.
21
Properties=species:S:1:pos:R:3:nbo_charge:R:1 method="wB97M-V/def2-TZVPD" homo_ev=-12.982 total_energy_ev=-8942.3110 total_charge=+1 e_lumo_ev=-3.28 homo_lumo_gap_ev=9.702 de_lowest_kcal_mol=39.13 largest_force_ha_per_bohr=0.0467
C 0.28519 -1.01197 0.45262 -0.23
C -1.15899 -0.54354 0.56137 -0.43
C -1.93597 -0.50800 -0.79456 -0.43
C -1.92424 1.25726 -2.56365 -0.34
C -1.26368 0.40726 -1.78983 -0.23
N 1.23785 0.04739 0.91470 -0.68
H 0.48205 -1.96103 0.93073 0.24
H 0.54341 -1.12184 -0.57625 0.22
H -1.13297 0.43387 1.06044 0.19
H -1.87516 -1.09914 1.17016 0.25
H -1.98649 -1.53500 -1.15440 0.22
H -2.91562 -0.11500 -0.54880 0.24
H -3.00325 1.29095 -2.64657 0.21
H -1.39010 1.95235 -3.20079 0.21
H -0.18088 0.45680 -1.82342 0.17
H 2.16222 -0.23613 0.63914 0.47
H 1.35804 0.11290 1.93520 0.45
H 0.82975 0.96680 0.73267 0.45
H 3.97195 1.12914 1.87984 0.50
H 4.29008 -0.21740 2.62897 0.51
O 3.60682 0.29432 2.19241 -1.00


3.
21
Properties=species:S:1:pos:R:3:nbo_charge:R:1 method="wB97M-V/def2-TZVPD" homo_ev=-14.691 total_energy_ev=-8942.0233 total_charge=+1 e_lumo_ev=-3.29 homo_lumo_gap_ev=11.397 de_lowest_kcal_mol=45.77 largest_force_ha_per_bohr=0.0418
C 1.76354 1.60287 0.97096 -0.64
C 1.91641 0.74502 -0.34252 -0.43
C 0.55327 0.48342 -0.94989 -0.48
C 0.02868 -0.92395 -0.91282 0.15
C -0.11397 -1.74961 -1.92669 -0.35
N -0.49283 -1.23983 0.46176 -0.72
H 2.24251 1.20570 1.86402 0.23
H 2.27501 2.56858 0.96325 0.24
H 0.72605 1.88479 1.14148 0.20
H 2.54457 1.31983 -1.01103 0.25
H 2.40341 -0.18833 -0.02329 0.22
H 0.44215 0.76561 -1.99641 0.26
H -0.22737 1.15331 -0.55489 0.23
H -0.55471 -2.73754 -1.94199 0.23
H 0.25082 -1.39318 -2.88333 0.24
H -1.46283 -0.97092 0.75376 0.47
H -0.58279 -2.23791 0.66280 0.45
H 0.05136 -0.65499 1.10147 0.45
H -4.11866 -0.55723 1.77387 0.48
H -4.15110 0.80642 1.37195 0.49
O -3.49352 0.11791 1.47753 -0.96


4.
21
Properties=species:S:1:pos:R:3:nbo_charge:R:1 method="wB97M-V/def2-TZVPD" homo_ev=-15.036 total_energy_ev=-8942.2761 total_charge=+1 e_lumo_ev=-4.91 homo_lumo_gap_ev=10.124 de_lowest_kcal_mol=39.94 largest_force_ha_per_bohr=0.0390
C 0.81137 -1.41422 -1.43394 -0.64
C -0.40331 -1.71886 -0.50900 -0.41
C -1.22935 -0.50660 -0.06234 -0.40
C -0.43454 0.65400 0.51476 -0.26
C 0.15675 0.43207 2.87129 0.12
N 0.37712 0.18996 1.63994 -0.36
H 1.67125 -1.93441 -0.99820 0.22
H 0.63765 -1.90950 -2.38176 0.24
H 1.07420 -0.36365 -1.48389 0.22
H -1.07178 -2.48912 -0.89260 0.24
H -0.00940 -2.22449 0.38428 0.18
H -1.88849 -0.12271 -0.83890 0.25
H -1.82438 -0.84144 0.79788 0.21
H 0.20930 1.15678 -0.21611 0.28
H -1.10230 1.44483 0.85593 0.23
H 0.60792 -0.01512 3.74475 0.25
H -0.56976 1.23770 2.96223 0.21
H 0.99672 -0.57690 1.42571 0.43
H 0.35911 1.51899 -2.99585 0.48
H 0.29981 2.89419 -2.35453 0.49
O 0.57930 1.99017 -2.18946 -0.96


5.
22
Properties=species:S:1:pos:R:3:nbo_charge:R:1 method="wB97M-V/def2-TZVPD" homo_ev=-3.853 total_energy_ev=-10996.1828 total_charge=-1 e_lumo_ev=3.98 homo_lumo_gap_ev=7.836 de_lowest_kcal_mol=32.81 largest_force_ha_per_bohr=0.0498
C 1.01651 1.15097 -1.41177 -0.01
O 1.63127 1.77765 -0.37622 -0.86
C 1.11241 -0.38927 -1.47647 -0.43
C -0.17659 -1.30939 -1.18098 -0.39
C -1.56446 -0.70098 -0.57838 -0.41
C -1.39078 -0.54737 0.92836 -0.28
N -1.67283 -1.80627 1.61066 -0.85
H -0.13756 1.30614 -1.47611 0.08
H 1.29609 1.61176 -2.37694 0.12
H 1.29797 -0.60186 -2.53973 0.18
H 1.91118 -0.68508 -0.81001 0.20
H -0.38631 -1.94099 -2.04545 0.18
H 0.27715 -2.02964 -0.49395 0.18
H -2.33478 -1.44632 -0.77288 0.19
H -1.87456 0.21564 -1.11077 0.21
H -0.44731 -0.07712 1.22526 0.24
H -1.86147 0.32710 1.38579 0.20
H -1.45140 -1.72318 2.60580 0.35
H -1.01587 -2.54033 1.33742 0.34
H 1.62546 1.51168 2.56212 0.42
H 1.34998 1.73132 0.78653 0.50
O 0.92717 1.75261 1.94654 -1.16


6.
22
Properties=species:S:1:pos:R:3:nbo_charge:R:1 method="wB97M-V/def2-TZVPD" homo_ev="-3.014 / -7.179" total_energy_ev=-10991.7858 total_charge=0 s2=0.753 e_lumo_ev="0.13 / -0.09" homo_lumo_gap_ev="3.145 / 7.093" multiplicity=2 de_lowest_kcal_mol=72.41 largest_force_ha_per_bohr=0.0936
C -0.47529 0.66980 2.58775 -0.62
C -0.42638 0.69624 0.98611 -0.04
C 0.88196 1.13807 0.44742 -0.45
C 1.41416 0.56331 -0.86696 -0.49
C 0.33362 1.09642 -1.83097 0.05
O -0.72292 0.44680 -1.76367 -0.82
N -0.90400 -0.63421 0.55885 -0.73
H 0.47985 0.32148 2.90309 0.21
H -1.22997 0.00463 2.90810 0.20
H -0.72010 1.59827 3.19711 0.23
H -1.33418 1.37146 0.89613 0.23
H 1.63325 0.91597 1.18743 0.18
H 0.88544 2.14936 0.51191 0.23
H 1.50056 -0.53977 -0.81251 0.18
H 2.48602 0.81653 -1.26839 0.22
H 0.26972 1.91234 -2.64485 0.13
H -0.41607 -1.49788 1.08267 0.41
H -0.79317 -0.89903 -0.42920 0.51
H -1.87373 -0.89125 0.57425 0.42
H 0.09256 -3.21635 -1.42567 0.49
H 0.01639 -3.49493 0.09806 0.47
O 0.09330 -2.83360 -0.56510 -1.00


7.
22
Properties=species:S:1:pos:R:3:nbo_charge:R:1 method="wB97M-V/def2-TZVPD" homo_ev="-19.181 / -19.100" total_energy_ev=-10975.3722 total_charge=+2 s2=0.758 e_lumo_ev="-10.16 / -14.20" homo_lumo_gap_ev="9.023 / 4.904" multiplicity=2 de_lowest_kcal_mol=33.24 largest_force_ha_per_bohr=0.0502
O -1.98018 -2.06605 0.53902 -0.10
C -1.44260 -1.12295 0.05232 0.46
C -0.10109 -0.74140 0.75253 -0.10
C 0.95855 -0.05435 -0.04458 -0.46
C 0.65259 1.33642 -0.56418 -0.43
C 0.34236 2.32158 0.58753 -0.63
N 0.46622 -2.01351 1.45076 -0.69
H -2.04073 -0.33178 -0.45816 0.36
H -0.40675 -0.00041 1.56712 0.33
H 1.42016 -0.76336 -0.77739 0.26
H 1.91722 0.01409 0.56138 0.31
H 1.53865 1.63375 -1.08848 0.27
H -0.26496 1.30869 -1.21989 0.25
H 1.15919 2.91712 0.99122 0.26
H -0.12714 1.89465 1.48827 0.18
H -0.39651 3.03923 0.16331 0.26
H -0.27960 -2.72609 1.47664 0.46
H 1.24977 -2.38940 0.90462 0.47
H 0.78929 -1.87206 2.41943 0.48
H -0.41019 0.06726 -3.04691 0.51
H -1.85305 -0.27651 -3.22897 0.52
O -1.19120 -0.17493 -2.52560 -0.98


8.
22
Properties=species:S:1:pos:R:3:nbo_charge:R:1 method="wB97M-V/def2-TZVPD" homo_ev="-18.411 / -17.978" total_energy_ev=-10974.9996 total_charge=+2 s2=0.756 e_lumo_ev="-7.18 / -13.39" homo_lumo_gap_ev="11.229 / 4.587" multiplicity=2 de_lowest_kcal_mol=41.83 largest_force_ha_per_bohr=0.1071
C -2.40000 1.20867 0.11819 -0.09
O -1.97178 0.13651 0.92866 -0.36
C -1.21358 1.51886 -0.68819 -0.41
C -0.78464 0.27468 -1.46125 -0.44
C 0.16107 -0.52065 -0.58496 -0.10
C 1.41138 -0.81991 -1.05178 -0.04
N 2.41381 -1.19950 -0.16328 -0.73
H -3.15695 0.94800 -0.55201 0.24
H -2.68168 2.06546 0.83897 0.36
H -2.60106 -0.60713 1.10653 0.55
H -1.50285 2.32492 -1.36985 0.29
H -0.25723 1.84322 -0.05100 0.25
H -1.70187 -0.37084 -1.71301 0.24
H -0.38083 0.42082 -2.39451 0.26
H -0.24758 -0.64969 0.47561 0.25
H 1.54868 -1.00727 -2.09197 0.26
H 3.24568 -1.72077 -0.55764 0.47
H 2.17390 -1.62530 0.79907 0.51
H 2.94455 -0.33585 0.05627 0.45
H 1.48552 -1.18889 3.40812 0.54
H 1.72936 0.10050 2.43022 0.49
O 1.78612 -0.79583 2.51779 -1.00


9.
22
Properties=species:S:1:pos:R:3:nbo_charge:R:1 method="wB97M-V/def2-TZVPD" homo_ev="-19.849 / -18.833" total_energy_ev=-10976.0948 total_charge=+2 s2=0.755 e_lumo_ev="-7.27 / -14.65" homo_lumo_gap_ev="12.577 / 4.181" multiplicity=2 de_lowest_kcal_mol=16.57 largest_force_ha_per_bohr=0.0408
O 1.50794 -1.56061 -0.40974 -0.29
C 0.61690 -1.61480 0.70508 -0.12
C -0.62927 -0.88344 0.03245 -0.04
N -0.15468 0.36167 -0.68000 -0.52
C -0.60147 1.50296 0.20406 -0.23
C -1.97286 1.11051 0.70819 -0.42
C -1.85225 -0.44957 0.82098 -0.45
H 2.09411 -2.35853 -0.47492 0.56
H 0.36926 -2.64689 0.95787 0.28
H 1.09393 -1.06228 1.53854 0.33
H -0.92702 -1.64353 -0.69103 0.26
H 0.85056 0.36203 -0.88076 0.47
H -0.66946 0.44721 -1.55240 0.45
H -0.53426 2.46336 -0.29928 0.27
H 0.07530 1.48739 1.06165 0.22
H -2.78820 1.41760 0.05699 0.25
H -2.19160 1.49773 1.69809 0.28
H -1.83487 -0.82501 1.84461 0.27
H -2.75227 -0.87831 0.37580 0.28
H 3.76998 1.52363 -1.05408 0.52
H 3.44570 0.64069 -2.36351 0.51
O 3.08453 1.10819 -1.59861 -0.88


10.
23
Properties=species:S:1:pos:R:3:nbo_charge:R:1 method="wB97M-V/def2-TZVPD" homo_ev="-7.790 / -7.791" total_energy_ev=-20283.9956 total_charge=0 e_lumo_ev="-0.37 / -0.37" homo_lumo_gap_ev="7.417 / 7.419" de_lowest_kcal_mol=47.03 largest_force_ha_per_bohr=0.0781
C 0.39290 -2.09935 -0.25981 -0.63
C 2.22478 -0.28258 0.03245 -0.60
C -0.21722 1.78130 -1.38508 -0.89
C 0.85629 -0.84823 0.48598 -0.31
C -0.19705 0.19612 0.68545 -0.03
N -0.16273 1.01176 1.78370 -0.77
O -2.78303 0.70155 0.95388 -1.03
O -2.31648 -0.92177 -0.98073 -1.10
P -1.84837 -0.53994 0.40488 1.61
H -0.14427 -1.78923 -1.19380 0.25
H -0.29199 -2.69378 0.27711 0.23
H 1.17653 -2.77670 -0.56911 0.22
H 2.95560 -1.11976 -0.17214 0.23
H 2.19087 0.02773 -1.04958 0.21
H 2.48210 0.50844 0.66772 0.21
H -0.84537 1.53833 -0.53745 0.23
H -0.14700 2.80004 -1.86685 0.23
H 0.76063 1.33927 -1.50693 0.21
H 1.04777 -1.20819 1.52864 0.20
H -1.04987 1.50066 2.01093 0.41
H -3.58510 0.56634 0.30120 0.52
H 0.31883 0.83453 2.63189 0.38
H -0.81780 1.47347 -2.24236 0.24


Copy entry 10 word for word.
23
Properties=species:S:1:pos:R:3:nbo_charge:R:1 method="wB97M-V/def2-TZVPD" homo_ev="-7.790 / -7.791" total_energy_ev=-20283.9956 total_charge=0 e_lumo_ev="-0.37 / -0.37" homo_lumo_gap_ev="7.417 / 7.419" de_lowest_kcal_mol=47.03 largest_force_ha_per_bohr=0.0781
C 0.39290 -2.09935 -0.25981 -0.63
C 2.22478 -0.28258 0.03245 -0.60
C -0.21722 1.78130 -1.38508 -0.89
C 0.85629 -0.84823 0.48598 -0.31
C -0.19705 0.19612 0.68545 -0.03
N -0.16273 1.01176 1.78370 -0.77
O -2.78303 0.70155 0.95388 -1.03
O -2.31648 -0.92177 -0.98073 -1.10
P -1.84837 -0.53994 0.40488 1.61
H -0.14427 -1.78923 -1.19380 0.25
H -0.29199 -2.69378 0.27711 0.23
H 1.17653 -2.77670 -0.56911 0.22
H 2.95560 -1.11976 -0.17214 0.23
H 2.19087 0.02773 -1.04958 0.21
H 2.48210 0.50844 0.66772 0.21
H -0.84537 1.53833 -0.53745 0.23
H -0.14700 2.80004 -1.86685 0.23
H 0.76063 1.33927 -1.50693 0.21
H 1.04777 -1.20819 1.52864 0.20
H -1.04987 1.50066 2.01093 0.41
H -3.58510 0.56634 0.30120 0.52
H 0.31883 0.83453 2.63189 0.38
H -0.81780 1.47347 -2.24236 0.24